1.
{"formula": "C28H22F9IMnN3O2P", "method": "the ωB97M-V functional and the def2-TZVPD basis", "spin_multiplicity": 5, "homo_lumo_gap_ha": [0.202, 0.288], "total_charge": 3, "s_squared": 6.4321, "elements": ["Mn", "C", "O", "C", "O", "N", "N", "H", "H", "H", "H", "H", "H", "F", "C", "F", "F", "C", "C", "C", "C", "C", "C", "P", "C", "C", "C", "C", "C", "C", "C", "F", "F", "F", "C", "C", "C", "C", "C", "C", "C", "F", "F", "F", "H", "H", "H", "H", "H", "H", "H", "H", "H", "H", "H", "H", "I", "C", "C", "C", "C", "C", "N", "H", "H", "H", "H"], "positions_angstrom": [[-0.0049, 0.3439, 0.2272], [1.6869, -2.2818, 3.6669], [0.3728, -2.5070, 3.0467], [-0.0035, -1.7852, 2.0649], [0.6863, -0.8567, 1.5427], [-1.2166, -2.0737, 1.5791], [-1.7319, -1.2469, 0.5660], [1.7063, -2.9548, 4.5128], [1.7623, -1.2500, 3.9905], [2.4659, -2.5328, 2.9547], [-1.7877, -2.7981, 1.9960], [-2.5987, -0.8257, 0.8965], [-1.9711, -1.8326, -0.2308], [7.7781, 2.2328, 0.9501], [7.6174, 1.5562, -0.1851], [8.3781, 0.4608, -0.1398], [8.0408, 2.3150, -1.1978], [6.1679, 1.1710, -0.3982], [5.8511, 0.3982, -1.5160], [4.5423, 0.0304, -1.7529], [3.5593, 0.4376, -0.8448], [3.8715, 1.2069, 0.2695], [5.1907, 1.5774, 0.4925], [1.8763, -0.0243, -1.2573], [1.7017, -1.8029, -1.3091], [0.5324, -2.3624, -1.8520], [0.3693, -3.7337, -1.8782], [1.3605, -4.5476, -1.3368], [2.5010, -4.0033, -0.7624], [2.6717, -2.6267, -0.7342], [1.1435, -6.0503, -1.3303], [0.5658, -6.4457, -2.4626], [0.3276, -6.3649, -0.3118], [2.2875, -6.7039, -1.1724], [1.5399, 0.7140, -2.8543], [1.1640, 0.0048, -3.9976], [1.0039, 0.6847, -5.1966], [1.2005, 2.0555, -5.2455], [1.5904, 2.7683, -4.1109], [1.7475, 2.1029, -2.9135], [1.0303, 2.8131, -6.5486], [2.2195, 3.1629, -7.0309], [0.3954, 2.0757, -7.4555], [0.3199, 3.9263, -6.3322], [6.6302, 0.0936, -2.2037], [4.2969, -0.5554, -2.6316], [3.1023, 1.5234, 0.9658], [5.4549, 2.1766, 1.3525], [-0.2341, -1.7258, -2.2829], [-0.5089, -4.1835, -2.3261], [3.2579, -4.6541, -0.3441], [3.5610, -2.2029, -0.2833], [1.0433, -1.0678, -3.9836], [0.7345, 0.1448, -6.0951], [1.7803, 3.8329, -4.1782], [2.0595, 2.6548, -2.0321], [-0.2443, 2.7281, 1.7808], [-1.1845, 2.8355, -0.1023], [-1.9496, 3.8988, -0.5036], [-2.5095, 3.8313, -1.7778], [-2.2883, 2.7150, -2.5755], [-1.5149, 1.6878, -2.0859], [-0.9621, 1.7440, -0.8551], [-2.1129, 4.7499, 0.1421], [-3.1173, 4.6519, -2.1410], [-2.7090, 2.6458, -3.5690], [-1.3132, 0.8007, -2.6719]], "forces_ev_per_a": [[-0.5, -0.2, 0.1], [0.0, 0.0, 0.0], [0.2, -0.1, 0.2], [0.2, 0.2, -0.3], [0.3, -0.4, 0.6], [-0.2, 0.0, 0.0], [0.0, 0.1, 0.1], [0.0, -0.1, 0.0], [0.0, 0.1, 0.0], [0.0, 0.0, -0.1], [0.0, 0.0, 0.0], [-0.1, 0.0, 0.0], [0.0, 0.0, -0.1], [0.0, 0.0, 0.0], [0.1, 0.0, 0.0], [0.0, -0.1, 0.0], [0.0, 0.0, 0.0], [-0.1, -0.1, -0.1], [0.1, 0.0, 0.0], [0.1, 0.0, -0.1], [-0.4, 0.1, 0.4], [0.0, 0.0, 0.1], [0.0, 0.0, 0.0], [0.9, -0.4, -1.2], [-0.2, 0.1, 0.1], [0.0, 0.0, 0.0], [0.0, 0.0, 0.0], [0.0, 0.0, 0.0], [0.0, 0.0, 0.0], [0.0, 0.0, 0.0], [0.0, 0.0, 0.0], [0.0, 0.0, 0.0], [0.0, 0.0, 0.0], [0.0, 0.0, 0.0], [-0.1, 0.1, 0.2], [0.1, 0.0, 0.0], [-0.1, -0.1, 0.0], [0.1, 0.0, 0.1], [0.0, 0.0, 0.0], [0.0, 0.0, -0.1], [0.0, 0.0, 0.0], [0.1, 0.0, 0.0], [0.0, 0.0, 0.0], [-0.1, 0.1, 0.0], [0.0, 0.0, 0.0], [0.0, 0.0, 0.0], [0.0, 0.0, 0.0], [0.0, 0.0, 0.0], [0.0, 0.0, 0.0], [0.0, 0.0, 0.0], [0.0, 0.0, 0.0], [0.0, 0.0, -0.1], [0.0, 0.0, 0.0], [0.0, 0.0, 0.0], [0.0, 0.0, 0.0], [0.0, 0.0, 0.0], [-0.1, 0.2, 0.0], [0.2, -0.2, 0.2], [-0.1, 0.1, -0.1], [0.0, 0.1, 0.0], [0.0, 0.1, 0.0], [0.1, 0.0, 0.1], [-0.3, 0.3, -0.3], [0.0, 0.0, 0.0], [0.0, 0.0, 0.0], [0.0, 0.0, 0.0], [0.0, 0.0, 0.0]]}


2.
{"formula": "C28H22F9IrN3O7PS2", "method": "the ωB97M-V functional and the def2-TZVPD basis", "spin_multiplicity": 2, "homo_lumo_gap_ha": [0.277, 0.252], "relative_energy_kcal_mol": 37.9, "total_charge": 1, "s_squared": 0.7602, "elements": ["Ir", "C", "C", "C", "C", "C", "C", "P", "C", "C", "C", "C", "C", "C", "C", "C", "C", "C", "C", "C", "C", "C", "C", "C", "H", "H", "H", "H", "H", "H", "H", "H", "H", "H", "H", "H", "H", "H", "H", "H", "F", "C", "F", "F", "C", "O", "O", "F", "C", "F", "F", "S", "O", "O", "N", "S", "O", "O", "C", "F", "F", "F", "C", "N", "C", "N", "O", "H", "H", "H", "H", "H", "H"], "positions_angstrom": [[-0.9981, 0.3069, 0.8888], [6.3494, 0.4691, -0.6627], [5.3603, 0.4036, -1.6314], [4.0349, 0.2365, -1.2581], [3.7062, 0.1304, 0.0920], [4.7057, 0.1966, 1.0678], [6.0232, 0.3681, 0.6855], [1.9973, -0.1174, 0.5556], [0.9971, 0.5105, -0.7590], [0.5694, -0.4126, -1.7307], [0.1091, 0.0518, -2.9466], [0.0907, 1.4187, -3.2062], [0.5360, 2.3331, -2.2585], [1.0131, 1.8866, -1.0438], [1.7263, -1.7966, 1.0544], [2.8412, -2.6102, 0.9787], [2.7958, -3.9434, 1.4131], [1.6405, -4.4322, 1.9461], [0.4681, -3.6409, 2.0366], [-0.7089, -4.1941, 2.5881], [-1.8458, -3.4422, 2.6579], [-1.8504, -2.1306, 2.1494], [-0.7325, -1.5346, 1.5944], [0.4733, -2.2989, 1.5625], [7.3816, 0.6056, -0.9564], [5.6165, 0.4904, -2.6783], [3.2655, 0.1975, -2.0191], [4.4562, 0.1211, 2.1184], [6.7973, 0.4282, 1.4381], [0.5992, -1.4751, -1.5195], [-0.2334, -0.6491, -3.6959], [-0.2773, 1.7769, -4.1581], [0.5070, 3.3937, -2.4662], [1.3740, 2.5990, -0.3116], [3.7727, -2.2286, 0.5870], [3.6799, -4.5605, 1.3377], [1.5981, -5.4513, 2.3113], [-0.6882, -5.2135, 2.9514], [-2.7504, -3.8527, 3.0869], [-2.7828, -1.5743, 2.1788], [2.2625, 3.2419, 3.3773], [1.6743, 2.1458, 3.8483], [2.5867, 1.3895, 4.4625], [0.7188, 2.4690, 4.6907], [1.0914, 1.3531, 2.6598], [2.0383, 0.9008, 1.8605], [-0.0949, 1.2191, 2.5101], [-3.3445, 1.7801, 2.2366], [-3.0688, 3.0918, 2.2556], [-4.1837, 3.7698, 2.4444], [-2.2252, 3.3273, 3.2601], [-2.2507, 3.6012, 0.6683], [-1.3790, 2.4528, 0.3751], [-1.5306, 4.7886, 0.9872], [-3.3840, 3.8986, -0.3409], [-4.3238, 2.8919, -1.1246], [-4.2647, 1.5347, -0.6537], [-5.5813, 3.5049, -1.3733], [-3.5098, 2.8428, -2.8146], [-4.4234, 2.9673, -3.7664], [-2.5932, 3.7949, -2.9692], [-2.8901, 1.6522, -2.9985], [-3.8197, -2.1343, -3.2401], [-3.3654, -1.1359, -2.2916], [-2.4771, -1.3470, -1.3207], [-1.8125, -2.5232, -1.2767], [-2.2998, -0.4204, -0.4912], [-4.5760, -1.6840, -3.8757], [-4.2720, -2.9918, -2.7372], [-3.0032, -2.4762, -3.8795], [-3.8169, -0.2344, -2.2372], [-2.1415, -3.3007, -1.8231], [-1.3581, -2.7357, -0.4004]], "forces_ev_per_a": [[0.0, 0.0, 0.1], [0.0, 0.0, 0.0], [0.0, 0.0, 0.0], [0.0, 0.0, 0.0], [0.0, 0.0, 0.0], [0.0, 0.0, 0.0], [0.0, 0.0, 0.0], [0.1, -0.2, -0.1], [0.1, 0.0, 0.1], [0.0, 0.0, 0.1], [0.0, 0.0, 0.0], [0.0, 0.0, 0.0], [0.0, 0.0, 0.0], [0.0, 0.0, 0.0], [-0.1, 0.0, 0.0], [0.0, 0.0, 0.0], [0.0, 0.0, 0.0], [0.0, 0.0, 0.0], [0.0, 0.0, 0.0], [0.0, 0.0, 0.0], [0.0, 0.0, 0.0], [0.0, 0.0, 0.0], [0.2, -0.1, 0.1], [0.0, 0.0, 0.0], [0.0, 0.0, 0.0], [0.0, 0.0, 0.0], [0.0, 0.0, 0.0], [0.0, 0.0, 0.0], [0.0, 0.0, 0.0], [0.0, 0.1, 0.0], [0.0, 0.0, 0.0], [0.0, 0.0, 0.0], [0.0, 0.0, 0.0], [0.0, 0.0, 0.0], [0.0, 0.0, 0.0], [0.0, 0.0, 0.0], [0.0, 0.0, 0.0], [0.0, 0.0, 0.0], [0.0, 0.0, 0.0], [0.0, 0.0, 0.0], [0.0, 0.0, 0.0], [0.0, 0.0, 0.0], [0.0, 0.0, 0.0], [0.0, 0.0, 0.0], [0.1, 0.0, 0.0], [-0.1, 0.1, 0.1], [-0.2, -0.1, -0.1], [-0.1, 0.0, 0.1], [0.1, 0.1, -0.1], [0.0, 0.0, 0.1], [-0.1, -0.1, 0.0], [0.0, 0.2, 0.2], [-0.2, -0.3, -0.4], [0.0, 0.0, 0.0], [0.1, -0.2, 0.1], [0.1, 0.1, -0.1], [0.0, 0.0, -0.1], [0.0, 0.0, 0.0], [0.0, 0.0, -0.1], [0.0, 0.0, 0.0], [0.0, 0.0, 0.0], [0.0, 0.2, 0.0], [0.0, 0.0, 0.0], [0.0, -0.1, 0.0], [-0.2, 0.1, 0.1], [0.1, 0.0, 0.1], [0.2, 0.2, -0.1], [0.0, 0.0, 0.0], [0.0, 0.0, 0.0], [0.0, 0.0, 0.0], [0.0, 0.0, 0.1], [0.0, 0.0, 0.0], [0.0, 0.0, 0.0]]}


3.
{"formula": "C28H22I2N2O2Y", "method": "the ωB97M-V functional and the def2-TZVPD basis", "homo_lumo_gap_ha": 0.256, "relative_energy_kcal_mol": 8.1, "total_charge": 1, "elements": ["Y", "I", "C", "C", "C", "I", "C", "O", "C", "C", "N", "C", "C", "C", "C", "C", "C", "N", "C", "H", "H", "H", "H", "H", "H", "H", "H", "H", "H", "H", "C", "C", "C", "C", "C", "C", "C", "C", "C", "C", "C", "C", "C", "C", "H", "H", "H", "H", "H", "H", "H", "H", "H", "H", "H", "O", "C"], "positions_angstrom": [[-1.2621, -0.5132, 0.2122], [-4.4054, 2.3790, 6.1048], [-3.2698, 1.3108, 4.7144], [-3.8224, 0.2073, 4.0793], [-3.0390, -0.5088, 3.1894], [-3.8294, -1.9168, 1.8430], [-1.6979, -0.1799, 2.9680], [-0.9160, -0.9045, 2.1889], [-1.2282, 1.0497, 3.4615], [-0.0192, 1.5943, 2.7503], [-0.3554, 1.7307, 1.2885], [-1.3788, 2.7740, 1.0804], [-2.0151, 2.6900, -0.2835], [-2.2639, 3.8166, -1.0487], [-2.9080, 3.6833, -2.2697], [-3.2893, 2.4220, -2.6997], [-2.9982, 1.3455, -1.8870], [-2.3738, 1.4669, -0.7089], [-2.0014, 1.7649, 4.3588], [-4.8523, -0.0695, 4.2583], [0.8285, 0.9146, 2.8219], [0.2667, 2.5638, 3.1660], [0.4913, 2.0200, 0.8043], [-0.9850, 3.7805, 1.2446], [-2.1632, 2.6128, 1.8242], [-1.9547, 4.7883, -0.6886], [-3.1040, 4.5548, -2.8798], [-3.7913, 2.2705, -3.6439], [-3.2630, 0.3390, -2.1926], [-1.6346, 2.7031, 4.7579], [5.1128, -3.9363, 0.0412], [4.8883, -2.5921, -0.2268], [3.5955, -2.0989, -0.2830], [2.5057, -2.9444, -0.0684], [2.7451, -4.2858, 0.2323], [4.0383, -4.7821, 0.2731], [1.1125, -2.4559, -0.1048], [0.5664, -1.4640, -0.8382], [1.2305, -0.7421, -1.9377], [1.9331, -1.4175, -2.9436], [2.4823, -0.7287, -4.0111], [2.3464, 0.6515, -4.1103], [1.6412, 1.3374, -3.1347], [1.0838, 0.6431, -2.0697], [6.1238, -4.3197, 0.0814], [5.7258, -1.9261, -0.3887], [3.4281, -1.0491, -0.4858], [1.9078, -4.9457, 0.4286], [4.2081, -5.8275, 0.4951], [0.4555, -3.0145, 0.5709], [2.0453, -2.4921, -2.8753], [3.0260, -1.2712, -4.7740], [2.7832, 1.1837, -4.9444], [1.5254, 2.4121, -3.2015], [0.5400, 1.2069, -1.3119], [-1.9647, -3.4578, -1.7462], [-1.8514, -2.3729, -1.4807]], "forces_ev_per_a": [[0.1, 0.4, -0.3], [0.1, -0.1, -0.1], [0.0, 0.1, 0.1], [-0.1, 0.0, 0.0], [0.1, 0.1, 0.0], [-0.1, 0.0, 0.1], [-0.1, 0.1, 0.1], [0.1, -0.4, 0.5], [-0.1, -0.1, -0.1], [0.0, 0.0, 0.0], [-0.2, 0.0, 0.0], [0.0, 0.0, -0.1], [0.0, 0.0, 0.0], [0.0, 0.0, 0.0], [0.0, 0.0, 0.0], [0.0, 0.0, 0.0], [0.0, 0.0, -0.1], [0.1, -0.1, -0.1], [0.0, 0.1, 0.0], [0.0, 0.0, 0.0], [0.0, 0.0, 0.0], [0.0, 0.0, 0.0], [0.0, 0.0, 0.0], [0.0, 0.0, 0.0], [0.0, 0.0, 0.0], [0.0, 0.0, 0.0], [0.0, 0.0, 0.0], [0.0, 0.0, 0.0], [0.0, 0.0, 0.0], [0.0, 0.0, 0.0], [0.0, 0.0, 0.0], [0.0, 0.0, 0.0], [0.0, 0.0, 0.0], [0.0, -0.1, 0.0], [0.0, 0.1, 0.0], [0.0, 0.0, 0.0], [-0.1, 0.2, -0.2], [0.2, 0.0, 0.1], [0.1, -0.1, -0.1], [-0.1, 0.1, -0.1], [0.0, 0.0, 0.0], [0.0, 0.0, 0.0], [0.0, 0.0, 0.0], [0.0, -0.1, 0.0], [0.0, 0.0, 0.0], [0.0, 0.0, 0.0], [0.0, 0.0, 0.0], [0.0, 0.0, 0.0], [0.0, 0.0, 0.0], [0.0, 0.1, 0.1], [0.0, 0.0, 0.0], [0.0, 0.0, 0.0], [0.0, 0.0, 0.0], [0.0, 0.0, 0.0], [0.0, 0.0, 0.0], [0.2, 0.0, -0.3], [-0.4, -0.2, 0.3]]}


4.
{"formula": "C28H23BrIrN4O4S3", "method": "the ωB97M-V functional and the def2-TZVPD basis", "spin_multiplicity": 5, "homo_lumo_gap_ha": [0.271, 0.234], "total_charge": 1, "s_squared": 6.0157, "elements": ["Ir", "O", "C", "C", "C", "C", "C", "C", "C", "O", "N", "N", "C", "C", "Br", "C", "C", "C", "C", "C", "C", "C", "H", "H", "H", "H", "H", "H", "H", "H", "H", "H", "H", "H", "H", "H", "O", "S", "O", "N", "C", "S", "C", "C", "C", "C", "C", "C", "H", "H", "H", "H", "S", "C", "N", "C", "C", "C", "C", "H", "H", "H", "H", "H"], "positions_angstrom": [[-0.2781, -0.9045, -0.5982], [-3.7577, 3.3124, -1.7559], [-4.4183, 2.2425, -1.1887], [-5.6981, 2.3522, -0.6776], [-6.3150, 1.2281, -0.1418], [-5.6573, 0.0102, -0.1226], [-4.3681, -0.0863, -0.6340], [-3.7359, 1.0296, -1.1561], [-2.3341, 0.9438, -1.7297], [-1.8279, -0.3281, -1.6676], [-1.4596, 1.8958, -0.9728], [-0.1775, 1.4635, -0.7970], [0.7585, 2.3228, -0.6935], [2.1198, 2.0347, -0.2840], [2.4557, 0.2410, 0.2172], [3.0325, 3.0167, -0.2602], [4.4471, 3.1068, 0.0994], [5.2015, 2.1072, 0.7238], [6.5385, 2.3179, 1.0158], [7.1510, 3.5201, 0.6915], [6.4164, 4.5233, 0.0773], [5.0787, 4.3173, -0.2085], [-4.3669, 4.0526, -1.8511], [-6.2153, 3.3046, -0.7054], [-7.3185, 1.3111, 0.2532], [-6.1427, -0.8669, 0.2819], [-3.8475, -1.0338, -0.6411], [-2.3457, 1.2577, -2.7831], [-1.5462, 2.8414, -1.3343], [0.5461, 3.3745, -0.8896], [2.6261, 3.9634, -0.6079], [4.7575, 1.1631, 0.9907], [7.1077, 1.5344, 1.4978], [8.1972, 3.6742, 0.9187], [6.8841, 5.4641, -0.1783], [4.5081, 5.1039, -0.6875], [-2.5927, -4.4844, 0.7554], [-2.3575, -4.3613, -0.6489], [-3.4433, -4.1375, -1.5461], [-1.1954, -3.1598, -0.8717], [-0.0798, -3.6516, -1.2988], [1.2470, -2.5540, -1.4537], [-0.0658, -5.1052, -1.5578], [0.9519, -5.8996, -2.0524], [0.6955, -7.2558, -2.2143], [-0.5461, -7.7927, -1.8891], [-1.5712, -6.9919, -1.3926], [-1.2973, -5.6520, -1.2369], [1.9144, -5.4751, -2.3060], [1.4699, -7.9041, -2.6004], [-0.7204, -8.8511, -2.0265], [-2.5383, -7.4053, -1.1423], [-0.8260, -1.1362, 1.7320], [-0.1867, 0.2485, 2.5394], [0.6520, 0.0314, 3.5792], [1.2068, 1.0014, 4.3376], [0.9355, 2.3089, 4.0629], [0.0690, 2.5931, 2.9976], [-0.4876, 1.5840, 2.2481], [0.8659, -0.9386, 3.7817], [1.8496, 0.6722, 5.1401], [1.3748, 3.0905, 4.6630], [-0.1747, 3.6224, 2.7687], [-1.1657, 1.7928, 1.4307]], "forces_ev_per_a": [[0.0, 0.1, 0.2], [0.0, 0.0, 0.1], [0.1, 0.0, -0.1], [0.0, -0.1, 0.0], [0.0, 0.1, 0.0], [0.1, -0.1, 0.0], [-0.1, 0.1, 0.1], [0.1, 0.0, -0.1], [-0.1, 0.3, 0.1], [0.1, -0.1, -0.1], [0.1, -0.3, -0.1], [-0.1, 0.0, -0.1], [-0.1, 0.0, 0.0], [0.2, 0.1, 0.0], [0.0, 0.0, 0.0], [0.0, -0.1, 0.0], [0.0, 0.0, 0.0], [0.0, 0.0, 0.0], [0.0, 0.0, 0.0], [0.0, 0.0, 0.0], [0.0, 0.0, 0.0], [0.0, 0.0, 0.0], [0.0, 0.0, 0.0], [0.0, 0.0, 0.0], [0.0, 0.0, 0.0], [0.0, 0.0, 0.0], [0.0, 0.0, 0.0], [0.0, 0.0, 0.0], [0.0, 0.0, 0.0], [0.0, 0.0, 0.0], [0.0, 0.0, 0.0], [0.0, 0.0, 0.0], [0.0, 0.0, 0.0], [0.0, 0.0, 0.0], [0.0, 0.0, 0.0], [0.0, 0.0, 0.0], [0.0, 0.0, 0.0], [-0.1, 0.0, 0.0], [0.0, 0.0, 0.0], [0.1, 0.1, 0.0], [0.0, -0.1, 0.0], [-0.1, -0.1, 0.0], [0.0, 0.1, 0.0], [0.0, 0.0, 0.0], [0.0, 0.0, 0.0], [0.0, 0.0, 0.0], [0.0, 0.0, 0.0], [0.0, 0.0, 0.0], [0.0, 0.0, 0.0], [0.0, 0.0, 0.0], [0.0, 0.0, 0.0], [0.0, 0.0, 0.0], [0.0, 0.0, 0.0], [0.1, 0.0, 0.0], [0.0, -0.1, 0.0], [0.0, 0.0, 0.0], [0.0, 0.0, 0.0], [0.0, 0.0, 0.0], [-0.1, 0.1, 0.0], [0.0, 0.0, 0.0], [0.0, 0.0, 0.0], [0.0, 0.0, 0.0], [0.0, 0.0, 0.0], [-0.1, 0.0, 0.1]]}